The following is a quantum chemistry calculation of a cluster of 3 separate species, C3H4INO in total, from OMol25.

The geometry in XYZ format:
```
10
Properties=species:S:1:pos:R:3:forces:R:3
C -0.901 -0.495 0.174 -4.088 4.836 0.444
C 2.096 -2.467 -1.108 0.195 -0.150 0.314
C -1.877 0.696 0.262 1.208 -3.922 1.864
N -0.020 -1.141 -0.048 2.618 -2.816 -0.629
O 2.099 -2.580 0.012 0.604 -0.377 -0.379
I 2.288 1.360 0.678 0.023 -0.136 0.638
H 2.497 1.959 -0.763 0.095 0.268 -0.612
H -1.710 1.121 1.257 -0.569 0.171 -0.369
H -2.827 0.239 0.061 -0.820 0.293 0.476
H -1.646 1.308 -0.524 0.733 1.832 -1.746
```
Positions in Å, forces in eV/Å.

Properties
- HOMO-LUMO gap (eV) = 10.37
- total charge = 0
- spin multiplicity = 1

The following is a quantum chemistry calculation of a cluster of 13 separate species, C72H174N10O9 in total, from OMol25.

The geometry in XYZ format:
```
265
Properties=species:S:1:pos:R:3:forces:R:3
C -5.793 -1.281 -4.494 1.808 -1.081 0.224
C -4.863 -0.283 -3.807 0.379 0.778 -1.239
N -3.752 -0.830 -3.040 -1.631 -1.260 1.507
C -2.751 -1.526 -3.844 -0.989 -0.589 0.406
C -1.973 -0.532 -4.608 1.129 0.524 -2.626
C -4.347 -1.745 -1.994 1.721 1.350 1.273
C -5.268 -1.016 -0.977 -0.465 -0.477 0.037
H -6.404 -1.821 -3.804 -0.400 -0.314 0.719
H -5.205 -2.040 -5.024 -0.115 0.071 -0.085
H -6.448 -0.863 -5.189 -0.943 1.059 -1.174
H -4.434 0.459 -4.528 -0.446 -0.623 0.348
H -5.495 0.280 -3.146 -0.076 0.562 0.529
H -2.081 -2.083 -3.218 0.319 -0.121 0.971
H -3.212 -2.340 -4.431 0.125 0.336 -0.410
H -2.406 -0.326 -5.613 0.229 -0.296 0.424
H -1.976 0.432 -4.144 0.062 0.490 0.723
H -0.905 -0.804 -4.787 -0.900 0.052 0.200
H -3.449 -2.026 -1.377 -0.848 -0.339 -0.848
H -4.903 -2.599 -2.394 0.470 -0.180 -0.118
H -5.420 -1.634 -0.028 0.633 0.890 -1.111
H -6.287 -0.957 -1.390 0.229 0.340 0.088
H -4.887 0.010 -0.766 -0.253 -0.772 0.084
C 0.210 -0.990 7.477 -0.438 1.895 1.114
C 0.786 0.440 7.747 -1.367 -0.693 -0.099
N 0.345 1.383 6.705 0.405 0.567 0.760
C 0.444 2.811 7.159 0.107 0.065 -1.064
C -0.769 3.300 7.901 -1.123 -0.914 0.664
C 1.020 1.201 5.410 -0.751 0.888 0.285
C 0.241 1.861 4.264 -0.378 0.234 0.752
H 0.537 -1.579 8.312 -0.661 -0.458 0.931
H 0.723 -1.495 6.717 0.521 -0.336 -1.850
H -0.883 -0.929 7.291 0.717 -0.408 0.315
H 0.421 0.792 8.756 0.321 -0.262 -1.126
H 1.861 0.288 7.817 0.543 0.511 -0.021
H 1.331 3.035 7.762 0.353 -0.308 -0.209
H 0.467 3.454 6.252 0.425 -0.497 0.504
H -0.780 4.396 8.021 0.155 -0.508 0.040
H -1.622 2.980 7.280 -0.025 0.356 0.314
H -0.909 2.796 8.895 0.190 0.566 -0.730
H 1.225 0.174 5.161 -0.417 -0.654 0.199
H 1.997 1.645 5.428 0.928 0.554 0.241
H 0.985 2.055 3.501 -0.150 0.657 -0.406
H -0.385 2.753 4.587 1.174 -0.837 -0.506
H -0.459 1.164 3.845 -0.450 -0.470 -0.249
C -2.270 -5.909 -2.218 -0.129 2.041 -0.716
C -2.941 -6.545 -1.057 -1.527 1.166 0.051
N -3.040 -5.718 0.105 0.457 -0.070 1.239
C -3.901 -4.562 0.035 0.032 -0.102 -0.522
C -5.274 -4.786 -0.580 -0.460 -0.683 -0.353
C -1.742 -5.348 0.699 -1.210 1.642 0.333
C -1.733 -5.253 2.229 -0.934 -0.489 -0.626
H -1.849 -6.645 -2.847 0.821 -0.775 -0.718
H -1.511 -5.140 -1.916 -0.447 -0.801 -0.330
H -3.012 -5.392 -2.867 0.414 -0.006 0.423
H -3.973 -6.774 -1.363 0.395 -0.590 0.239
H -2.432 -7.385 -0.707 0.709 -1.794 0.118
H -3.972 -4.246 1.067 -0.408 0.559 0.192
H -3.457 -3.751 -0.550 0.402 0.108 0.115
H -5.214 -5.107 -1.675 -0.051 0.091 1.503
H -5.857 -5.525 0.052 0.409 0.866 -1.018
H -5.767 -3.801 -0.639 -0.138 -0.526 0.360
H -1.493 -4.335 0.363 -0.087 0.415 -0.128
H -0.911 -5.862 0.295 0.653 -1.415 -0.251
H -0.931 -4.618 2.523 0.703 0.449 0.346
H -1.654 -6.210 2.719 0.159 -0.432 0.082
H -2.674 -4.821 2.583 0.094 0.114 -0.048
C 4.762 3.493 -2.094 1.604 0.259 0.265
C 4.865 4.308 -3.384 1.018 -0.033 -0.750
N 4.810 3.465 -4.626 2.123 2.598 0.342
C 5.062 4.351 -5.816 0.840 -0.495 0.524
C 5.370 3.549 -7.090 0.245 1.883 1.242
C 3.704 2.605 -4.737 -0.673 -1.608 -0.018
C 2.367 3.282 -4.985 -0.187 -2.422 -1.091
H 3.731 3.255 -1.787 0.531 -0.157 -0.196
H 5.269 4.070 -1.270 -0.751 -0.420 -0.627
H 5.435 2.612 -2.245 -0.995 0.302 0.311
H 4.091 5.065 -3.394 -0.419 0.454 -0.052
H 5.857 4.888 -3.423 -1.330 -0.991 0.089
H 6.051 4.878 -5.641 -1.444 -0.145 0.312
H 4.225 5.060 -5.966 0.519 0.058 0.070
H 5.945 4.204 -7.747 -0.555 -0.141 -0.449
H 4.515 3.090 -7.488 -1.052 -0.492 -1.023
H 6.045 2.829 -6.753 1.133 -1.598 0.288
H 3.965 1.871 -5.520 -0.402 0.156 0.095
H 3.636 2.013 -3.807 0.039 0.089 -0.257
H 1.528 2.534 -5.003 0.781 0.509 -0.626
H 2.130 3.813 -4.137 -0.473 1.965 1.776
H 2.450 3.882 -5.881 -0.591 0.212 -0.147
C 2.939 6.221 4.202 0.656 -0.278 -1.026
C 2.993 4.737 3.939 -0.935 -0.450 1.415
N 4.057 4.275 3.081 -0.257 0.731 -0.727
C 4.030 5.063 1.819 -1.326 -1.316 -0.625
C 2.722 4.988 0.868 0.107 -0.232 0.126
C 4.035 2.830 2.918 1.569 -0.212 1.416
C 5.459 2.325 2.520 -0.451 -0.104 1.137
H 2.402 6.412 5.088 -0.656 0.262 1.091
H 2.443 6.738 3.399 -0.292 0.326 -0.327
H 3.934 6.611 4.279 0.655 0.358 0.284
H 3.064 4.232 4.917 0.431 -0.016 -0.218
H 1.969 4.470 3.644 -0.053 -0.343 -0.659
H 4.063 6.075 2.156 0.438 0.725 -0.189
H 4.899 4.836 1.177 -0.269 0.054 0.506
H 1.808 5.548 1.239 1.198 -0.585 -0.233
H 3.037 5.405 -0.102 -0.160 0.341 0.366
H 2.378 3.977 0.539 0.345 0.493 0.800
H 3.291 2.575 2.210 -0.956 -0.722 -0.883
H 3.766 2.346 3.924 0.278 0.737 -1.374
H 6.106 2.609 3.375 -0.157 -0.128 -0.580
H 5.856 2.813 1.623 -0.203 -0.300 0.065
H 5.497 1.215 2.454 -0.070 0.693 -0.291
C -0.234 -3.646 -8.976 -0.287 0.160 1.197
C 0.347 -4.574 -7.931 -1.112 -1.545 -0.244
N 0.063 -4.230 -6.537 0.337 1.906 -1.201
C 0.717 -5.146 -5.653 -0.559 -0.874 0.870
C 0.164 -4.918 -4.236 -0.064 -1.528 -0.411
C 0.466 -2.811 -6.248 1.479 -0.670 1.479
C 1.969 -2.503 -6.472 -0.399 -0.508 0.274
H -0.090 -4.169 -9.899 -0.030 0.189 -0.832
H 0.269 -2.671 -8.950 -0.173 -0.209 -0.337
H -1.301 -3.519 -8.767 0.071 0.158 -0.257
H -0.125 -5.598 -8.087 0.528 1.059 0.179
H 1.393 -4.716 -8.212 0.515 0.004 0.537
H 0.501 -6.186 -5.967 -0.177 0.529 -0.020
H 1.788 -5.074 -5.716 0.878 0.147 0.156
H -0.012 -5.870 -3.730 0.344 -0.135 -0.100
H 0.828 -4.377 -3.568 -0.401 0.686 -0.126
H -0.857 -4.580 -4.434 0.260 0.784 0.654
H 0.302 -2.525 -5.191 -0.383 -0.737 -0.379
H -0.087 -2.078 -6.789 -0.735 0.077 -0.776
H 2.675 -3.008 -5.791 -0.469 -0.083 -0.228
H 2.132 -1.449 -6.313 0.048 0.501 -0.130
H 2.209 -2.768 -7.488 0.497 0.084 -0.423
C -1.536 -0.262 0.693 -2.194 -0.062 -0.333
C -0.372 -1.182 0.409 0.953 1.331 -0.045
N 0.561 -0.568 -0.542 1.595 -0.300 -0.263
C 1.327 0.420 0.259 0.260 -0.622 -0.040
C 2.485 1.151 -0.386 -1.464 0.694 -0.748
C 1.449 -1.604 -1.233 -0.064 1.305 0.300
C 1.258 -1.502 -2.749 0.645 2.011 -0.312
H -1.413 0.795 1.067 0.443 -1.196 -0.571
H -2.227 -0.739 1.429 0.552 0.208 -0.420
H -2.124 -0.262 -0.273 0.442 0.544 0.930
H 0.198 -1.431 1.293 -0.038 -0.344 0.748
H -0.721 -2.081 -0.028 -0.640 -0.957 -0.352
H 0.585 1.103 0.645 -0.060 0.525 -0.025
H 1.752 -0.053 1.158 -0.078 -0.312 0.124
H 2.218 1.537 -1.366 -0.336 0.350 -0.140
H 2.792 1.982 0.238 0.161 0.032 0.079
H 3.308 0.543 -0.610 1.363 -1.105 0.140
H 1.063 -2.591 -1.021 0.180 -0.362 0.766
H 2.537 -1.504 -0.903 -1.370 -0.273 -0.405
H 0.172 -1.631 -2.949 0.819 -0.113 -0.164
H 1.920 -2.204 -3.295 -0.585 0.138 0.190
H 1.547 -0.438 -3.102 -0.488 -1.574 0.435
C 5.338 -1.598 -4.389 0.313 -0.923 -0.713
C 5.115 -1.202 -2.992 1.258 2.030 1.994
N 6.326 -1.219 -2.131 -0.524 1.218 -2.092
C 6.569 -2.433 -1.449 0.086 0.276 0.520
C 5.694 -2.550 -0.205 0.081 0.518 -0.051
C 6.737 0.055 -1.559 -1.302 0.858 0.844
C 7.515 0.982 -2.517 -0.483 -2.483 -0.922
H 5.628 -2.676 -4.490 -0.026 1.018 -0.158
H 6.051 -0.892 -4.804 0.478 -0.392 -0.280
H 4.418 -1.408 -4.911 -0.562 -0.275 -0.528
H 4.785 -0.151 -3.000 -0.094 -0.145 -0.020
H 4.330 -1.726 -2.502 -0.884 -0.827 0.365
H 7.631 -2.333 -1.209 0.081 -1.022 0.207
H 6.328 -3.251 -2.155 0.660 0.084 0.396
H 5.578 -1.538 0.252 0.115 -0.892 -0.033
H 6.052 -3.284 0.494 0.335 -0.129 0.564
H 4.728 -2.924 -0.491 -0.671 0.106 -0.082
H 5.811 0.640 -1.294 0.449 -0.433 0.092
H 7.253 -0.047 -0.542 -0.315 -0.194 -1.551
H 7.026 1.200 -3.487 -0.161 -0.351 0.580
H 7.705 1.890 -2.067 0.548 2.022 1.099
H 8.437 0.472 -2.743 0.601 0.033 -0.236
C 0.303 3.825 -1.615 0.106 -0.351 0.758
C -0.511 4.600 -2.644 -0.139 -1.193 -0.494
N -1.951 4.483 -2.381 -0.583 3.048 -0.171
C -2.473 3.181 -2.506 0.364 -1.079 -0.587
C -3.785 2.955 -1.790 0.091 -1.366 0.689
C -2.711 5.445 -3.293 0.896 -1.215 -0.033
C -2.708 6.885 -2.804 1.796 -0.017 1.365
H -0.117 4.030 -0.598 0.779 -0.003 -0.722
H 1.400 3.912 -1.662 -0.358 1.014 0.092
H 0.274 2.750 -1.749 -0.733 -0.376 -0.145
H -0.240 5.639 -2.660 0.074 0.506 0.199
H -0.278 4.217 -3.668 -0.082 0.084 0.270
H -2.531 2.908 -3.579 -0.226 -0.143 0.011
H -1.725 2.532 -2.084 0.114 -0.646 0.104
H -4.270 2.039 -2.251 0.162 1.242 0.622
H -3.580 2.719 -0.708 -0.244 0.193 -0.934
H -4.386 3.858 -1.798 -0.438 -0.144 -0.238
H -3.740 5.066 -3.482 0.628 0.236 0.461
H -2.187 5.321 -4.277 -0.453 0.525 0.355
H -3.050 7.579 -3.552 -0.572 0.257 -0.067
H -1.674 7.228 -2.544 -0.357 -0.428 -0.725
H -3.117 7.025 -1.786 -0.786 -0.240 -0.791
C -6.540 -2.714 3.615 0.058 -0.217 1.696
C -7.355 -1.486 4.105 -0.801 -1.161 0.477
N -6.621 -0.278 4.092 1.904 1.233 -0.769
C -6.218 0.152 2.742 0.568 -2.026 -0.057
C -5.195 1.235 2.716 0.942 -0.605 -0.124
C -7.149 0.827 4.845 -1.906 1.197 0.367
C -6.272 1.427 5.973 0.191 -1.089 -0.823
H -7.136 -3.656 3.705 0.389 0.819 -0.246
H -5.630 -2.842 4.256 -0.631 0.112 -0.498
H -6.208 -2.562 2.597 -0.075 -0.213 -0.235
H -8.208 -1.405 3.420 -0.525 -0.049 0.008
H -7.763 -1.578 5.153 0.430 -0.442 -1.081
H -5.755 -0.698 2.194 -0.294 0.220 0.614
H -7.064 0.396 2.100 -0.575 0.389 0.058
H -4.300 0.991 3.319 -0.449 -0.021 -0.272
H -4.883 1.327 1.667 -0.027 0.561 0.285
H -5.630 2.106 3.132 -0.118 1.345 0.037
H -8.067 0.568 5.375 -0.125 -0.763 -0.075
H -7.597 1.569 4.123 0.809 -0.068 0.621
H -6.825 1.784 6.834 -0.352 0.142 -0.086
H -5.636 2.209 5.607 0.539 0.389 -0.076
H -5.668 0.578 6.311 0.183 0.299 0.098
C 2.384 -5.406 -1.111 -1.659 -0.773 -0.701
C 2.876 -5.894 0.247 1.153 -0.799 -0.851
O 3.495 -4.760 0.870 1.129 -0.554 -0.807
C 2.790 -4.169 1.802 -0.536 -1.213 0.199
O 1.771 -4.643 2.253 -0.216 0.849 0.442
O 3.427 -3.081 2.149 0.409 0.568 -0.394
C 2.815 -2.293 3.127 -1.613 1.397 0.619
H 3.155 -4.844 -1.618 0.466 -0.150 -0.135
H 1.496 -4.742 -1.161 0.383 -0.256 0.833
H 2.047 -6.261 -1.747 0.603 0.437 0.386
H 3.666 -6.714 0.041 -0.916 1.548 0.581
H 2.179 -6.289 0.979 -0.444 -0.123 -0.537
H 1.698 -2.412 3.129 1.065 0.244 -0.086
H 3.108 -1.229 3.026 -0.214 -0.616 -0.574
H 3.188 -2.554 4.087 0.261 -0.600 0.999
C -1.878 3.467 1.718 -0.005 0.515 -0.391
C -2.279 4.912 2.019 -0.085 -1.413 1.560
O -2.209 5.053 3.467 -0.576 0.303 -0.836
C -1.238 5.817 3.964 -1.833 -1.037 1.585
O -0.369 6.367 3.376 0.838 0.418 -0.349
O -1.387 5.818 5.311 -0.031 0.156 0.487
C -2.715 5.679 5.982 2.105 2.000 0.196
H -2.637 2.677 1.874 0.061 0.793 0.174
H -0.983 3.179 2.263 0.205 0.084 -0.160
H -1.693 3.541 0.663 0.383 -0.714 -0.760
H -3.313 5.009 1.743 -0.448 0.518 -0.047
H -1.667 5.696 1.600 0.271 -0.151 -0.447
H -2.490 5.282 6.979 -0.091 0.228 -0.417
H -3.392 5.064 5.472 -0.727 -0.870 -0.862
H -3.066 6.733 6.036 -0.133 -0.875 0.184
C 0.129 -5.786 5.725 -0.772 0.133 -0.369
C 0.214 -4.354 5.196 -0.968 -1.039 1.883
O -1.092 -3.762 5.446 0.777 0.516 -0.616
C -1.244 -2.655 4.732 -1.668 0.863 1.096
O -0.522 -2.139 3.923 0.523 -0.423 -0.165
O -2.422 -2.092 5.122 1.217 -0.947 -0.414
C -2.706 -0.903 4.450 -0.863 2.272 -0.590
H -0.569 -6.476 5.196 0.329 0.879 0.242
H -0.058 -5.843 6.793 -0.342 0.289 0.113
H 1.092 -6.189 5.615 1.482 -0.779 -0.311
H 0.364 -4.303 4.153 0.690 -0.057 -0.974
H 0.969 -3.790 5.779 -0.310 -0.144 -0.496
H -1.996 -0.030 4.646 -0.521 -1.496 -0.299
H -3.652 -0.603 4.877 -0.363 0.216 0.196
H -2.939 -0.994 3.356 0.734 -0.297 0.884
```
Positions in Å, forces in eV/Å.

Properties
- HOMO-LUMO gap (eV) = 8.26
- total charge = 0
- spin multiplicity = 1

Calculated E_LUMO (Ha), listed in the same order as above: 0.019, 0.024
Calculated largest force on an atom (eV/A), listed in the same order as above: 6.35, 3.37
Calculated electronic energy (Ha), listed in the same order as above: -544.351113, -4072.097414